[1]
This record from OMol25 describes a gas-phase ion, C6H9Br2ClO2P (charge +1) at a distorted geometry. The level of theory is ωB97M-V with the def2-TZVPD basis set.

## Properties
- total charge = +1
- total energy (eV) = -172351.6486

Each line ends with the natural charge from an NBO analysis.
Cartesian coordinates (Å):
C  2.843128  1.530342  -0.501109  -0.73
C  1.975913  0.439572  0.087495  0.81
O  2.164271  -0.044394  1.126120  -0.54
O  0.890459  0.079106  -0.699082  -0.53
C  0.588864  -1.286411  -0.607999  -0.37
P  -0.693815  -1.691429  0.671011  1.23
Cl  0.251324  -2.615687  2.186358  -0.09
C  -1.581878  -0.267345  1.308098  -0.56
Br  -1.651217  -0.112960  3.229271  0.17
C  -2.182200  0.622500  0.540397  0.01
C  -2.146108  0.501938  -0.964814  -0.71
Br  -3.143152  2.071351  1.293085  0.20
H  2.513654  1.777307  -1.509594  0.24
H  2.643518  2.412960  0.111946  0.26
H  3.888570  1.244814  -0.451643  0.27
H  1.495432  -1.846792  -0.354900  0.27
H  0.246388  -1.710212  -1.557335  0.25
H  -1.593451  -2.642682  0.143378  0.05
H  -1.166917  0.767719  -1.365757  0.27
H  -2.845064  1.240339  -1.361791  0.27
H  -2.497712  -0.470026  -1.323145  0.23

Cartesian forces (eV/Å) of the 3 atoms listed first:
C -1.3 0.2 -0.2
C 0.5 2.1 -2.1
O 0.2 -1.9 2.6

=====

[2]
This record from OMol25 describes a molecular structure, C6H9CdO4 at a distorted geometry. The level of theory is ωB97M-V with the def2-TZVPD basis set.

## Properties
- total charge = +1
- energy relative to the best compared isomer or geometry (same formula, charge and spin) (kJ/mol) = 546.1
- total energy (eV) = -19106.4394

Each line ends with the natural charge from an NBO analysis.
Cartesian coordinates (Å):
O  -0.535619  1.417993  -2.054265  -0.80
C  0.376841  0.552462  -1.872470  0.97
O  0.120455  -0.647190  -2.203914  -0.82
O  1.303633  0.859844  -1.006161  -0.53
C  1.228677  0.561486  0.410516  -0.14
Cd  -1.422426  0.069912  -3.208353  1.71
H  0.283778  0.008096  0.298919  0.22
H  1.483832  1.602024  0.665607  0.24
C  2.878369  0.189395  1.343291  -0.35
C  2.213422  -0.731551  2.215152  -0.23
H  3.491512  -0.205707  0.526932  0.24
H  3.295723  1.064716  1.855788  0.23
H  2.736760  -1.666040  2.441732  0.20
C  0.809861  -0.756917  2.162171  -0.20
C  0.136270  -2.098292  2.306853  -0.11
O  -1.228429  -1.986448  1.943078  -0.72
H  0.197625  0.076546  2.524721  0.24
H  0.232513  -2.433366  3.354146  0.20
H  0.643998  -2.846083  1.672648  0.17
H  -1.437377  -2.665290  1.297009  0.47

Cartesian forces (eV/Å) of the 3 atoms listed first:
O 0.6 2.6 -0.4
C 0.8 0.2 5.0
O 2.5 -1.8 0.0

=====

[3]
This record from OMol25 describes C6H9Cl in the gas phase at a distorted geometry. The level of theory is ωB97M-V with the def2-TZVPD basis set.

## Properties
- energy relative to the best compared isomer or geometry (same formula, charge and spin) (kJ/mol) = 20.0
- total energy (eV) = -18889.2091
- structure (SMILES) = C=C/C=C(\C)CCl

Each line ends with the natural charge from an NBO analysis.
Cartesian coordinates (Å):
C  0.213103  1.414998  0.665521  -0.66
C  0.113147  -0.068858  0.452436  0.00
C  -1.279412  -0.587756  0.641302  -0.38
C  1.079416  -0.952567  0.202467  -0.21
C  2.504133  -0.618186  -0.034914  -0.22
C  2.948676  0.437071  -0.730367  -0.38
H  -0.514440  1.702677  1.450176  0.22
H  1.183004  1.782799  0.968320  0.23
H  -0.082243  1.964838  -0.254533  0.23
H  -1.285960  -1.697883  0.660433  0.22
H  -1.670119  -0.199055  1.585189  0.21
H  0.832133  -2.034865  0.121250  0.21
H  3.211943  -1.378675  0.268321  0.20
H  3.995793  0.458398  -1.058884  0.21
H  2.271793  1.312912  -0.925396  0.20
Cl  -2.436252  0.020038  -0.587856  -0.08

Cartesian forces (eV/Å) of the 3 atoms listed first:
C -0.6 0.4 -0.3
C -0.5 -0.2 0.1
C 0.1 -0.6 0.6